(1)
8
Properties=species:S:1:pos:R:3:forces:R:3 method="wB97M-V/def2-TZVPD" total_energy_ha=-1090.22363 de_lowest_kj_mol=207.5 lumo_energy_ev=0.558 molar_mass_g_mol=115.947
C -0.534318 0.088225 0.009221 2.883 -1.436 1.939
N 0.511649 0.062835 -0.992144 -0.230 0.505 1.062
O 0.276207 0.019956 1.625537 -1.927 1.161 -3.604
Cl -1.623724 1.440379 0.010907 0.497 -0.534 0.085
Cl -1.357183 -1.521548 -0.002506 -0.108 0.855 0.095
H 1.413534 -0.045507 -0.526705 -0.408 0.025 -0.232
H 0.580146 0.780313 -1.722719 -0.618 -0.171 0.861
H 0.733686 -0.824653 1.598411 -0.089 -0.406 -0.207

***

(2)
8
Properties=species:S:1:pos:R:3:forces:R:3 method="wB97M-V/def2-TZVPD" total_energy_ha=-1376.69118 multiplicity=3 de_lowest_kj_mol=304.6 lumo_energy_ev="0.764 / -3.748" molar_mass_g_mol=132.914
C 0.810435 0.741126 -0.088920 1.210 0.479 -0.256
O -0.200444 0.416641 -0.874602 -0.252 0.195 -0.669
P -1.123471 -1.211976 -0.575848 -0.520 -0.360 0.028
Cl 0.233518 1.030420 1.603175 0.129 0.604 -0.149
Cl 2.117689 -0.521176 0.112099 -0.057 -0.323 -0.316
H 1.380296 1.565443 -0.580641 -0.584 -0.163 1.163
H -2.334950 -0.633342 -0.328365 -1.045 0.404 -1.031
H -0.883072 -1.387136 0.733102 1.119 -0.838 1.231

***

(3)
9
Properties=species:S:1:pos:R:3:forces:R:3 method="wB97M-V/def2-TZVPD" total_energy_ha=-1775.01855 de_lowest_kj_mol=379.9 smiles="O=S(Cl)#[PH]CCl" lumo_energy_ev=0.049 molar_mass_g_mol=164.981
C 0.628480 -0.789112 0.791288 -2.964 0.711 1.118
O -1.345759 1.762666 -1.928796 -2.451 2.161 -0.996
P -0.600079 0.598499 0.557002 0.119 0.319 0.807
S -0.552342 0.644949 -1.579432 1.352 -1.862 0.218
Cl 0.134630 -1.670808 2.248248 -0.354 -0.602 0.077
Cl 1.342654 1.402871 -1.571951 1.281 -0.016 -0.061
H 1.540201 -0.446044 1.077804 2.660 1.352 0.137
H 0.644649 -1.344559 -0.079063 0.264 -1.748 -1.441
H -1.792434 -0.158463 0.484901 0.093 -0.316 0.142

***

Repeat the third record exactly.
9
Properties=species:S:1:pos:R:3:forces:R:3 method="wB97M-V/def2-TZVPD" total_energy_ha=-1775.01855 de_lowest_kj_mol=379.9 smiles="O=S(Cl)#[PH]CCl" lumo_energy_ev=0.049 molar_mass_g_mol=164.981
C 0.628480 -0.789112 0.791288 -2.964 0.711 1.118
O -1.345759 1.762666 -1.928796 -2.451 2.161 -0.996
P -0.600079 0.598499 0.557002 0.119 0.319 0.807
S -0.552342 0.644949 -1.579432 1.352 -1.862 0.218
Cl 0.134630 -1.670808 2.248248 -0.354 -0.602 0.077
Cl 1.342654 1.402871 -1.571951 1.281 -0.016 -0.061
H 1.540201 -0.446044 1.077804 2.660 1.352 0.137
H 0.644649 -1.344559 -0.079063 0.264 -1.748 -1.441
H -1.792434 -0.158463 0.484901 0.093 -0.316 0.142